[1]
{
  "formula": "C35H43N6OP",
  "method": "wB97M-V/def2-TZVPD",
  "species": ["C", "C", "C", "C", "N", "C", "C", "O", "C", "C", "C", "C", "N", "C", "C", "C", "C", "C", "C", "C", "P", "C", "C", "H", "H", "H", "H", "H", "H", "H", "H", "H", "H", "H", "H", "H", "H", "H", "H", "H", "H", "H", "H", "H", "H", "H", "C", "C", "C", "N", "C", "H", "H", "H", "H", "H", "C", "C", "C", "N", "C", "H", "H", "H", "H", "H", "C", "C", "C", "N", "C", "H", "H", "H", "H", "H", "C", "C", "C", "N", "C", "H", "H", "H", "H", "H"],
  "coordinates": [[2.7067, -3.9041, -1.9447], [2.1041, -3.3329, -3.0790], [1.3110, -2.5298, -4.3148], [1.8465, -3.3061, -5.6973], [2.1177, -3.9775, -6.7888], [1.8511, -0.9838, -4.2545], [1.8116, -0.1685, -5.6730], [1.1954, 1.1823, -5.5894], [1.9856, 2.0840, -4.7366], [0.9884, 2.4741, -3.4522], [-0.3283, -2.6891, -4.1979], [-0.5811, -4.2860, -3.7683], [-0.7355, -5.5312, -3.3678], [-1.1372, -2.4751, -5.6065], [-2.4903, -1.5479, -5.4994], [-3.9847, -2.2848, -5.3781], [-5.2949, -1.2836, -5.2753], [-5.2299, 0.3610, -5.2847], [-3.7616, 1.0928, -5.4430], [-2.4442, 0.1235, -5.5512], [-1.1444, -1.6428, -2.8303], [-0.0571, -1.4426, -1.2765], [-2.7897, -2.3884, -2.1988], [3.5135, -4.2578, -1.1411], [1.3407, -0.3059, -3.4475], [3.0014, -1.0476, -3.9405], [1.2799, -0.7174, -6.5578], [2.9389, 0.0009, -6.0257], [3.0064, 1.6412, -4.3618], [2.1212, 3.1024, -5.3418], [-0.1377, 2.1549, -3.6850], [0.9696, 3.6213, -3.2220], [1.3696, 1.9042, -2.5039], [-1.4757, -3.5344, -6.0401], [-0.4836, -1.9930, -6.4766], [-4.0630, -3.4659, -5.3748], [-6.3625, -1.8058, -5.1760], [-6.1654, 1.0795, -5.1885], [-3.5976, 2.2749, -5.4567], [-1.3534, 0.5905, -5.6384], [-0.7428, -1.1784, -0.3348], [0.7239, -0.5463, -1.3627], [0.5127, -2.4406, -0.9525], [-3.0296, -3.4253, -2.6859], [-3.6513, -1.6501, -2.5592], [-2.8871, -2.4101, -1.0109], [-1.3630, 0.9681, 4.1460], [0.0068, 0.7778, 3.8445], [0.1524, 0.9297, 2.4837], [-1.0821, 1.2002, 1.9532], [-2.0115, 1.2310, 2.9601], [-1.8261, 0.9198, 5.1230], [0.8014, 0.5548, 4.5446], [1.0263, 0.8673, 1.8491], [-1.2766, 1.3539, 0.9723], [-3.0522, 1.4353, 2.7469], [5.6962, 0.0808, 5.8387], [4.6054, -0.5326, 6.4999], [3.4521, -0.0585, 5.9159], [3.8087, 0.8231, 4.9288], [5.1753, 0.9102, 4.8708], [6.7481, -0.0674, 6.0455], [4.6558, -1.2442, 7.3139], [2.4110, -0.2714, 6.1186], [3.1642, 1.3293, 4.3355], [5.6588, 1.5544, 4.1487], [-5.9318, 2.8951, -0.4438], [-5.2618, 3.8439, 0.3650], [-3.9284, 3.5006, 0.3815], [-3.7713, 2.3752, -0.3851], [-4.9867, 2.0020, -0.8969], [-6.9894, 2.8671, -0.6721], [-5.7041, 4.6872, 0.8795], [-3.0805, 3.9587, 0.8729], [-2.8954, 1.8959, -0.5482], [-5.0751, 1.1342, -1.5367], [3.9940, 1.0478, 11.5789], [2.8425, 0.2687, 11.3139], [2.7719, 0.0911, 9.9503], [3.8377, 0.7398, 9.3830], [4.5916, 1.3215, 10.3688], [4.3498, 1.3730, 12.5479], [2.1407, -0.1215, 12.0397], [2.0556, -0.4387, 9.3367], [4.0372, 0.7819, 8.3920], [5.4854, 1.8801, 10.1255]],
  "lowdin_charge": [0.10, -0.06, -0.33, -0.08, 0.12, -0.12, -0.18, -0.25, -0.23, -0.10, -0.48, -0.16, 0.10, -0.17, -0.18, -0.03, -0.08, -0.08, -0.07, -0.03, 0.91, -0.33, -0.30, 0.08, 0.09, 0.14, 0.12, 0.14, 0.13, 0.13, 0.09, 0.07, 0.06, 0.14, 0.12, 0.10, 0.09, 0.09, 0.09, 0.08, 0.05, 0.04, 0.05, 0.05, 0.04, 0.07, -0.10, -0.11, -0.15, 0.00, -0.13, 0.10, 0.07, 0.10, 0.12, 0.11, -0.11, -0.14, -0.15, 0.01, -0.13, 0.09, 0.10, 0.10, 0.14, 0.11, -0.11, -0.11, -0.15, 0.00, -0.14, 0.09, 0.09, 0.11, 0.13, 0.10, -0.12, -0.12, -0.15, 0.01, -0.14, 0.09, 0.09, 0.10, 0.10, 0.10],
  "largest_force_ev_per_a": 12.40,
  "smiles": "C#C[C@](C#N)(CCOCC)[C@](C#N)(Cc1ccccc1)P(C)C.c1cc[nH]c1.c1cc[nH]c1.c1cc[nH]c1.c1cc[nH]c1",
  "e_lumo_ev": -0.38,
  "homo_energy_ev": -8.05
}


[2]
{
  "formula": "C4H11NOS",
  "method": "wB97M-V/def2-TZVPD",
  "species": ["N", "C", "C", "O", "C", "C", "S", "H", "H", "H", "H", "H", "H", "H", "H", "H", "H", "H"],
  "coordinates": [[-1.7450, 0.2169, 0.1428], [-0.4353, 0.4586, -0.4313], [-0.0499, 1.8788, -0.0837], [1.2741, 2.2060, -0.5818], [0.5672, -0.5113, 0.2227], [0.3490, -1.9687, -0.1588], [1.3421, -3.1667, 0.6977], [-1.9022, 0.6077, 1.0454], [-2.6114, 0.2109, -0.3528], [-0.3787, 0.3409, -1.5104], [0.0599, 2.1773, 0.9553], [-0.7526, 2.5924, -0.5218], [1.2907, 2.8094, -1.3257], [1.5747, -0.2016, -0.0534], [0.4920, -0.4342, 1.3095], [0.6614, -2.1277, -1.1959], [-0.7168, -2.1957, -0.1334], [0.9808, -2.8931, 1.9755]],
  "nbo_charge": [-0.88, -0.08, -0.07, -0.76, -0.41, -0.54, -0.02, 0.36, 0.38, 0.20, 0.18, 0.17, 0.47, 0.23, 0.20, 0.21, 0.22, 0.11],
  "largest_force_ev_per_a": 2.69,
  "de_lowest_ev": 1.297,
  "smiles": "N[C@@H](CO)CCS",
  "e_lumo_ev": 0.85,
  "homo_energy_ev": -8.66
}


[3]
{
  "formula": "C36H38FeN3O2S2Se2",
  "method": "wB97M-V/def2-TZVPD",
  "species": ["Fe", "S", "C", "N", "C", "C", "N", "C", "C", "C", "C", "C", "C", "C", "C", "S", "C", "C", "C", "C", "C", "C", "C", "H", "H", "H", "H", "H", "H", "H", "H", "H", "H", "H", "H", "H", "H", "H", "H", "H", "H", "O", "C", "C", "C", "O", "C", "Se", "C", "Se", "H", "H", "H", "H", "H", "H", "H", "H", "H", "H", "N", "C", "C", "C", "C", "C", "C", "C", "C", "C", "C", "C", "C", "C", "H", "H", "H", "H", "H", "H", "H", "H", "H", "H"],
  "coordinates": [[0.7547, 0.6328, 1.8871], [-0.3228, -1.5418, 1.7430], [-1.5404, -1.2989, 0.5706], [-2.1792, -2.3968, 0.0485], [-3.3826, -2.1899, -0.7326], [-3.1696, -1.0480, -1.6937], [-2.7936, 0.1247, -0.9219], [-3.2642, 1.3931, -1.4504], [-4.7708, 1.4882, -1.4044], [-5.5070, 1.8341, -2.5279], [-6.8917, 1.9400, -2.4590], [-7.5469, 1.6933, -1.2637], [-6.8153, 1.3411, -0.1348], [-5.4358, 1.2402, -0.2057], [-1.9294, 0.0055, 0.1262], [-1.3225, 1.4437, 0.8550], [-1.4763, -3.6568, -0.1713], [-0.9429, -3.7353, -1.5812], [-1.4532, -4.6394, -2.5013], [-0.9881, -4.6547, -3.8121], [-0.0117, -3.7556, -4.2078], [0.5055, -2.8441, -3.2920], [0.0470, -2.8384, -1.9858], [-4.2271, -1.9651, -0.0730], [-3.6087, -3.1086, -1.2723], [-4.0872, -0.8188, -2.2363], [-2.3847, -1.2990, -2.4168], [-2.9054, 1.5174, -2.4782], [-2.8269, 2.1952, -0.8605], [-4.9963, 2.0189, -3.4660], [-7.4568, 2.2089, -3.3418], [-8.6245, 1.7729, -1.2069], [-7.3210, 1.1494, 0.8025], [-4.8613, 0.9692, 0.6730], [-2.1516, -4.4902, 0.0367], [-0.6594, -3.7097, 0.5452], [-2.2234, -5.3380, -2.1927], [-1.3919, -5.3656, -4.5214], [0.3520, -3.7632, -5.2274], [1.2681, -2.1386, -3.5929], [0.4476, -2.1234, -1.2731], [1.6968, 4.1056, 6.4008], [1.6990, 4.4752, 5.0293], [1.4366, 3.2320, 4.1564], [1.3639, 3.8238, 2.7351], [1.3059, 2.9352, 1.6251], [2.5796, 2.2455, 4.3956], [2.7388, 0.6669, 3.2349], [0.1104, 2.6433, 4.6300], [-0.4651, 0.9683, 3.8536], [1.9520, 4.8707, 6.9226], [2.6679, 4.9029, 4.7489], [0.9192, 5.2237, 4.8382], [2.2134, 4.5004, 2.5928], [0.4563, 4.4280, 2.6677], [2.1968, 2.6138, 1.4276], [2.5488, 1.9238, 5.4352], [3.5280, 2.7701, 4.2521], [-0.7127, 3.3495, 4.4828], [0.1617, 2.4553, 5.7031], [1.7391, 0.2966, 0.4075], [2.6876, -0.2409, -0.2103], [2.8046, -0.0266, -1.6978], [2.0731, 0.9994, -2.2939], [2.1390, 1.2041, -3.6617], [2.9380, 0.3866, -4.4543], [3.6593, -0.6428, -3.8700], [3.5880, -0.8519, -2.4974], [3.7497, -1.0543, 0.4765], [3.3788, -2.0560, 1.3655], [4.3428, -2.7714, 2.0593], [5.6878, -2.4828, 1.8795], [6.0650, -1.4825, 0.9930], [5.1008, -0.7796, 0.2867], [1.4450, 1.6198, -1.6661], [1.5687, 2.0062, -4.1126], [2.9974, 0.5534, -5.5222], [4.2735, -1.2928, -4.4802], [4.1414, -1.6665, -2.0488], [2.3265, -2.2691, 1.5065], [4.0400, -3.5490, 2.7486], [6.4399, -3.0357, 2.4273], [7.1124, -1.2471, 0.8539], [5.3996, 0.0003, -0.4035]],
  "mulliken_spin": [2.80, 0.22, 0.27, 0.14, 0.00, 0.01, 0.17, -0.03, 0.01, 0.00, 0.00, 0.00, 0.00, 0.01, 0.13, 0.31, 0.01, -0.01, 0.01, 0.00, 0.00, 0.00, 0.01, 0.00, 0.00, 0.00, 0.01, 0.00, 0.00, 0.00, 0.00, 0.00, 0.00, 0.00, 0.00, -0.01, 0.00, 0.00, 0.00, 0.00, 0.01, 0.00, 0.00, -0.01, -0.01, 0.04, 0.00, 0.15, -0.03, 0.70, 0.00, 0.00, 0.00, 0.00, 0.00, 0.00, 0.00, 0.01, 0.03, 0.01, 0.05, -0.03, -0.01, 0.02, 0.00, 0.00, 0.00, -0.01, 0.03, 0.00, 0.01, 0.00, 0.00, 0.00, 0.01, 0.00, 0.00, 0.00, 0.00, 0.00, 0.00, 0.00, 0.00, 0.00],
  "largest_force_ev_per_a": 0.60,
  "e_lumo_ev": [-0.13, -1.73],
  "spin_multiplicity": 6,
  "homo_energy_ev": [-6.24, -7.41]
}


[4]
{
  "formula": "H5O2",
  "method": "wB97M-V/def2-TZVPD",
  "species": ["O", "O", "H", "H", "H", "H", "H"],
  "coordinates": [[-0.1317, -1.1786, 0.0852], [0.0734, 1.2703, -0.0243], [0.0532, 1.3091, -1.1121], [1.0901, 1.4614, 0.2886], [-0.1300, 0.1818, 0.2368], [-0.8855, -1.6743, 0.3663], [0.3387, -2.0121, -0.2663]],
  "nbo_charge": [-0.94, -0.84, 0.57, 0.57, 0.56, 0.52, 0.55],
  "largest_force_ev_per_a": 3.76,
  "de_lowest_ev": 0.931,
  "e_lumo_ev": -4.78,
  "charge": 1,
  "homo_energy_ev": -18.68
}